(1)
# C10H22F2GaO11S3

A molecular structure, C10H22F2GaO11S3 in a non-equilibrium geometry (the ωB97M-V functional and the def2-TZVPD basis, the OMol25 dataset).

The value obtained for the HOMO energy is -5.6661 eV. As for the charge: -1. As for the HOMO-LUMO gap: 7.49 eV. The energy is -123566.899 eV.

CARTESIAN COORDINATES (ANGSTROEM)
1 C 3.896 0.614 1.149
2 O 3.239 1.419 0.199
3 C 1.881 1.763 0.513
4 C 0.936 1.160 -0.512
5 C 0.449 -0.258 -0.157
6 C -1.043 -0.285 0.163
7 C -1.361 0.218 1.599
8 Ga -2.503 1.871 1.596
9 F -1.449 3.214 0.972
10 S -4.312 1.558 0.092
11 O -5.290 0.664 0.634
12 O -3.928 1.309 -1.272
13 F -5.077 2.989 0.024
14 H 3.691 0.929 2.171
15 H 4.965 0.740 0.996
16 H 3.659 -0.445 1.030
17 H 1.804 2.846 0.532
18 H 1.615 1.387 1.499
19 H 1.502 1.106 -1.437
20 H 0.091 1.814 -0.703
21 H 1.034 -0.679 0.657
22 H 0.606 -0.885 -1.032
23 H -1.524 0.354 -0.569
24 H -1.419 -1.298 0.037
25 H -1.866 -0.569 2.150
26 H -0.446 0.448 2.135
27 H -3.151 2.276 2.992
28 C -3.566 1.693 -5.870
29 C -3.340 1.141 -4.479
30 O -2.807 -0.177 -4.717
31 S -1.925 -0.174 -6.045
32 O -0.553 -0.032 -5.719
33 O -2.373 -1.228 -6.884
34 O -2.444 1.225 -6.633
35 H -4.479 1.295 -6.318
36 H -3.592 2.779 -5.887
37 H -4.250 1.069 -3.892
38 H -2.602 1.723 -3.928
39 C 4.213 -3.482 3.637
40 C 3.277 -3.995 4.711
41 O 2.588 -2.825 5.162
42 S 2.384 -1.807 3.933
43 O 1.093 -1.989 3.387
44 O 2.865 -0.537 4.333
45 O 3.450 -2.492 2.944
46 H 5.097 -3.007 4.068
47 H 4.517 -4.258 2.940
48 H 3.803 -4.451 5.545
49 H 2.546 -4.698 4.305

Force components x, y, z for each atom (eV/Å):
C 0.127 0.279 -0.177
O 0.004 0.030 0.212
C -0.132 -0.144 -0.187
C 0.404 -0.315 0.106
C -0.300 0.228 -0.690
C 0.455 0.132 0.770
C -0.714 0.155 -0.905
Ga 0.851 -0.209 1.288
F -0.177 0.068 -0.275
S 0.395 -0.076 -0.002
O -0.567 -0.309 0.382
O 0.133 0.146 -0.775
F -0.139 0.200 -0.063
H -0.195 -0.025 0.174
H 0.160 -0.045 -0.123
H -0.154 -0.148 0.054
H 0.048 0.179 -0.029
H 0.080 0.059 0.262
H 0.090 0.130 -0.247
H -0.175 0.178 0.189
H 0.083 -0.111 0.187
H 0.128 -0.230 -0.076
H -0.236 -0.154 -0.334
H -0.160 -0.121 -0.086
H -0.055 -0.099 0.232
H 0.178 0.106 0.191
H -0.161 0.130 -0.248
C -0.350 -0.119 -0.002
C 0.143 0.334 0.205
O -0.032 -0.046 -0.426
S -0.310 0.262 0.317
O 0.145 -0.070 -0.138
O 0.077 -0.163 -0.029
O 0.145 -0.023 0.158
H 0.001 0.008 0.012
H 0.168 0.013 -0.085
H 0.073 -0.202 0.094
H -0.035 -0.025 0.051
C 0.249 0.053 0.160
C -0.171 -0.233 -0.157
O 0.248 0.144 -0.042
S 0.137 -0.223 0.015
O -0.073 0.106 -0.102
O -0.079 0.085 0.086
O -0.198 -0.101 0.072
H -0.006 -0.022 0.013
H -0.086 0.072 -0.131
H -0.048 0.131 0.114
H 0.033 -0.013 -0.015

=====

(2)
# C18H46BeClN4O6

A molecular structure, C18H46BeClN4O6 in a non-equilibrium geometry (the ωB97M-V functional and the def2-TZVPD basis, the OMol25 dataset).

The value obtained for the HOMO energy is -15.9361 eV. As for the charge: +3. As for the HOMO-LUMO gap: 2.31 eV. The energy is -50513.331 eV.

CARTESIAN COORDINATES (ANGSTROEM)
1 Be -4.227 2.830 -2.667
2 N -0.259 4.468 -1.696
3 H -0.781 4.822 -0.907
4 H 0.660 4.882 -1.637
5 H -0.730 4.704 -2.558
6 H -0.277 3.458 -1.679
7 N -2.586 -0.096 -0.509
8 H -2.797 0.300 0.396
9 H -2.136 -0.999 -0.485
10 H -2.054 0.575 -1.045
11 H -3.443 -0.190 -1.036
12 Cl -1.298 1.743 -1.982
13 O -0.951 0.381 -1.669
14 O -0.784 2.557 -0.926
15 O -0.741 2.222 -3.214
16 O -2.705 1.956 -2.019
17 C -0.696 -3.705 0.701
18 C -0.701 -2.204 0.293
19 C 0.671 -1.749 -0.317
20 C 0.880 -2.130 -1.819
21 C -0.392 -1.881 -2.613
22 C -1.760 -2.327 -2.063
23 N -1.896 -1.994 -0.598
24 O -3.211 -2.195 -0.054
25 C -2.774 -1.457 -2.829
26 C -1.924 -3.854 -2.325
27 C -0.872 -1.312 1.534
28 H -0.043 -3.846 1.562
29 H -0.266 -4.349 -0.066
30 H -1.704 -4.093 0.848
31 H 0.790 -0.669 -0.237
32 H 1.498 -2.292 0.139
33 H 1.240 -3.133 -2.045
34 H 1.614 -1.381 -2.117
35 H -0.297 -2.415 -3.559
36 H -0.339 -0.798 -2.725
37 H -2.576 -0.402 -2.635
38 H -2.538 -1.666 -3.872
39 H -3.810 -1.771 -2.709
40 H -2.433 -4.046 -3.269
41 H -1.008 -4.441 -2.262
42 H -2.576 -4.265 -1.555
43 H -1.748 -1.540 2.141
44 H -1.062 -0.262 1.313
45 H -0.025 -1.420 2.211
46 H -3.191 -3.155 -0.046
47 C 2.443 0.356 3.655
48 C 1.562 1.446 3.035
49 C 2.392 2.799 2.808
50 C 3.397 2.621 1.576
51 C 2.651 2.229 0.322
52 C 1.747 0.996 0.454
53 N 0.945 1.008 1.722
54 O 0.039 -0.009 1.795
55 C 0.787 0.898 -0.755
56 C 2.708 -0.250 0.455
57 C 0.369 1.772 3.941
58 H 2.954 0.748 4.534
59 H 3.235 0.005 2.993
60 H 1.801 -0.428 4.056
61 H 1.677 3.598 2.608
62 H 2.852 3.099 3.750
63 H 4.082 1.805 1.807
64 H 4.051 3.483 1.440
65 H 3.372 2.037 -0.473
66 H 2.073 3.123 0.084
67 H 0.030 0.115 -0.713
68 H 0.125 1.763 -0.803
69 H 1.394 0.860 -1.659
70 H 2.161 -1.165 0.687
71 H 3.147 -0.322 -0.540
72 H 3.538 -0.294 1.161
73 H 0.808 2.266 4.808
74 H -0.251 0.951 4.299
75 H -0.425 2.381 3.508
76 H 0.594 -0.750 2.048

Force components x, y, z for each atom (eV/Å):
Be 0.341 -0.262 0.112
N 0.901 4.127 -1.428
H -0.329 0.114 0.267
H 0.500 0.301 -0.445
H 0.080 0.913 -0.451
H 1.516 1.247 0.014
N -8.223 11.122 3.522
H -0.786 0.081 0.272
H 2.312 0.451 -0.281
H -3.249 -2.583 3.607
H -0.704 -0.354 0.582
Cl 2.648 1.141 -6.196
O -1.025 3.749 -7.720
O -6.871 0.972 2.612
O -0.274 -0.945 0.951
O -4.066 0.759 -0.299
C 0.497 0.041 0.039
C -0.379 -0.557 0.357
C -1.251 -3.624 -1.715
C -0.822 0.190 0.833
C 0.857 0.183 -0.198
C 0.285 -0.523 -0.116
N 3.812 -8.827 -1.316
O 1.712 -1.941 -0.134
C 0.160 -1.113 -0.758
C -0.764 0.440 0.690
C -7.257 -11.315 -0.817
H -0.389 -0.071 0.263
H 0.110 0.375 -0.333
H 0.137 0.094 0.589
H 0.140 -2.986 0.482
H -0.979 -0.566 0.475
H 0.300 0.040 0.643
H 0.264 -0.464 -0.580
H -0.081 0.404 -0.220
H -0.353 -1.317 -1.377
H -0.621 -0.721 -0.789
H -0.115 0.260 -0.125
H -0.063 0.257 0.315
H 0.224 0.090 -0.063
H 0.120 0.342 -0.179
H -0.207 -0.245 -0.082
H -0.562 -0.391 0.111
H -3.592 -0.176 -1.878
H -4.261 -7.114 0.917
H -1.067 -0.686 0.389
C -0.221 0.154 0.012
C -0.791 1.429 0.044
C -0.178 -1.198 -1.714
C -0.364 -0.666 1.989
C -0.446 0.786 0.466
C 0.801 -0.737 0.686
N 3.249 4.845 -1.590
O 12.157 11.374 3.433
C 4.341 0.816 2.624
C 0.565 -0.144 0.713
C -0.100 0.108 0.678
H -0.105 0.243 0.032
H -0.319 -0.158 0.179
H 0.144 -0.483 -0.202
H -0.122 0.023 -0.277
H 0.307 -0.406 -0.083
H 0.144 0.003 0.274
H -0.342 0.152 -0.094
H -0.178 0.029 -0.174
H -0.393 0.026 -0.524
H 3.123 1.414 1.600
H 5.630 -2.667 2.158
H -0.055 -0.532 -0.112
H 1.259 1.104 0.239
H -0.093 -0.247 -0.071
H 0.039 0.917 -0.124
H -0.436 0.081 0.159
H 0.657 -0.662 0.149
H 0.598 0.668 -0.388
H 2.505 2.810 -0.626

=====

(3)
# C2H2N2OS2

2 unconnected molecules or ions with the total composition C2H2N2OS2 in a non-equilibrium geometry (the ωB97M-V functional and the def2-TZVPD basis, the OMol25 dataset).

The value obtained for the HOMO energy is -9.2890 eV. The SMILES is O=C1NS1.N=C=S. As for the HOMO-LUMO gap: 9.29 eV. The energy is -28802.088 eV.

CARTESIAN COORDINATES (ANGSTROEM)
1 O 0.274 -0.249 1.027
2 C 0.699 -1.338 0.837
3 N 1.019 -2.489 1.334
4 S 0.883 -2.573 -0.487
5 H 1.898 -2.740 1.755
6 N -2.325 -0.693 0.267
7 C -2.638 -1.055 -0.837
8 S -2.777 -1.782 -2.168
9 H -2.601 0.171 0.875

Force components x, y, z for each atom (eV/Å):
O 0.971 -0.341 0.165
C -1.438 2.063 -0.940
N 0.250 -2.000 0.844
S 0.110 0.094 -0.107
H 0.316 0.275 0.125
N -1.319 2.517 1.565
C 0.863 0.753 2.585
S -0.524 -0.930 -2.338
H 0.771 -2.430 -1.899

=====

(4)
# C4H14N2O

2 unconnected molecules or ions with the total composition C4H14N2O in a non-equilibrium geometry (the ωB97M-V functional and the def2-TZVPD basis, the OMol25 dataset).

The value obtained for the HOMO energy (spin up / spin down) is 0.8957 / -5.7923 eV. Its expectation value of S² is 0.750. The spin multiplicity is 2. As for the charge: -1. As for the HOMO-LUMO gap (spin up / spin down): 2.97 / 9.60 eV. The energy is -9400.976 eV.

CARTESIAN COORDINATES (ANGSTROEM)
1 C -0.767 1.274 1.658
2 C -1.837 0.825 0.701
3 C -1.281 -0.092 -0.421
4 C -0.145 -2.108 -0.925
5 N -1.096 -1.474 -0.013
6 N 0.189 2.237 1.091
7 H -0.216 0.377 1.975
8 H -1.217 1.723 2.540
9 H -2.546 0.141 1.190
10 H -2.446 1.597 0.198
11 H -0.265 0.378 -0.678
12 H -1.820 0.052 -1.364
13 H -0.573 -2.175 -1.940
14 H 0.772 -1.535 -1.201
15 H 0.159 -3.102 -0.592
16 H -0.569 -1.410 0.859
17 H 0.021 2.429 0.106
18 H 1.141 1.884 1.083
19 H 4.758 -0.154 -1.921
20 H 3.406 -0.275 -1.175
21 O 4.331 -0.591 -1.171

Force components x, y, z for each atom (eV/Å):
C 0.541 0.297 -0.208
C -0.982 -1.720 -1.277
C 1.854 2.179 -0.301
C 0.302 0.041 -1.611
N 0.774 0.153 0.022
N 0.070 0.274 -0.263
H -0.122 0.148 0.160
H -0.113 -0.053 0.233
H -0.098 0.483 0.391
H 0.467 0.177 0.575
H -0.877 -0.690 0.101
H -0.356 -0.621 0.261
H -0.403 -0.388 0.362
H -0.258 0.026 0.963
H -0.165 0.034 0.080
H -0.357 -0.087 0.105
H -0.239 -0.100 0.182
H -0.016 -0.168 0.185
H -0.212 0.113 -0.025
H 0.016 0.102 -0.074
O 0.173 -0.199 0.140

=====

(5)
# C6H10N2

A single C6H10N2 molecule in a non-equilibrium geometry (the ωB97M-V functional and the def2-TZVPD basis, the OMol25 dataset).

The value obtained for the HOMO energy is -8.7229 eV. The SMILES is [H]/N=C(/C=C)N1CCC1. As for the HOMO-LUMO gap: 9.73 eV. The energy is -9361.239 eV.

CARTESIAN COORDINATES (ANGSTROEM)
1 H 0.121 -2.317 0.711
2 N 1.006 -1.711 0.750
3 C 0.776 -0.490 0.568
4 C 1.956 0.403 0.490
5 C 1.812 1.658 0.493
6 N -0.530 0.010 0.172
7 C -0.683 0.728 -1.079
8 C -2.061 0.151 -1.153
9 C -1.825 -0.787 0.046
10 H 2.981 -0.120 0.487
11 H 2.812 2.193 0.547
12 H 0.964 2.156 0.959
13 H -0.453 1.832 -1.110
14 H -0.096 0.357 -1.924
15 H -2.912 0.761 -1.050
16 H -2.305 -0.288 -2.105
17 H -1.824 -1.887 -0.154
18 H -2.461 -0.755 1.004

Force components x, y, z for each atom (eV/Å):
H 1.510 1.218 -0.009
N -1.220 -2.342 0.906
C -1.521 -0.367 -1.619
C 0.631 -4.961 -0.082
C 2.438 5.162 1.889
N 1.803 -0.689 1.736
C 0.564 1.030 -0.629
C -1.817 -0.577 -0.835
C 0.755 0.125 1.151
H -1.907 0.769 -0.397
H -1.546 -0.001 -0.358
H -0.270 0.040 -1.019
H -0.771 -0.947 0.561
H 0.352 -0.407 0.177
H -0.798 1.403 0.722
H 0.305 -0.838 -0.339
H 0.744 0.746 -0.368
H 0.748 0.635 -1.488

=====

Which of these has the lowest energy? C10H22F2GaO11S3

=====

Which of these has the lowest energy? C10H22F2GaO11S3

=====

Among the records above, which one has the highest energy? C6H10N2